Entry from the Open Molecules 2025 dataset: 2 unconnected molecules or ions with the total composition C21H37N2O8 in a non-equilibrium geometry (wB97M-V/def2-TZVPD).

net charge = -1
HOMO-LUMO gap = 0.154 hartree
HOMO = -2.591 eV

```
68
Properties=species:S:1:pos:R:3:forces:R:3:nbo_charge:R:1
C 3.57481 1.86937 -3.71206 0.2 0.6 0.1 -0.644
C 3.20617 0.49011 -3.21069 0.5 -0.3 -0.4 0.258
C 1.97347 0.10375 -4.00261 -0.7 -0.3 0.0 -0.643
C 4.31514 -0.51422 -3.46905 0.5 -0.4 0.2 -0.619
O 3.02768 0.44034 -1.73760 -0.4 0.4 -0.4 -0.490
C 2.07955 1.21552 -1.19913 -0.4 -0.9 -0.3 0.855
N 2.05499 1.05825 0.30112 -1.6 2.3 -0.1 -0.111
N 0.85831 1.33291 0.62212 0.5 -0.2 -2.2 -0.240
C 0.46084 1.86116 1.85755 0.9 -0.6 2.8 0.829
O 1.10069 1.95286 2.89505 -1.3 -0.5 -1.7 -0.573
O -0.81964 2.24978 1.72877 -0.6 0.1 0.1 -0.511
C -1.64777 2.50661 2.93760 0.3 0.0 -0.2 0.269
C -0.99448 3.50844 3.86289 0.3 0.3 0.4 -0.651
C -1.89826 1.19007 3.65159 0.0 -0.3 0.1 -0.642
C -2.94689 3.09957 2.40807 -0.1 0.0 -0.3 -0.616
O 1.36060 1.96713 -1.82008 0.7 -0.4 1.0 -0.607
H 4.40391 2.31259 -3.14986 -0.2 0.0 0.0 0.220
H 3.86303 1.81839 -4.77415 0.0 -0.1 0.4 0.206
H 2.68092 2.49328 -3.64246 0.4 0.2 0.0 0.237
H 1.55637 -0.86079 -3.69232 0.0 0.2 0.0 0.215
H 1.23623 0.90144 -3.89993 -0.2 -0.3 0.0 0.237
H 2.21983 0.03232 -5.07523 0.1 0.0 0.4 0.208
H 4.00064 -1.52989 -3.21386 -0.1 0.1 0.2 0.219
H 4.62253 -0.54794 -4.51873 -0.3 0.3 0.0 0.202
H 5.21479 -0.29449 -2.89087 -0.1 0.1 0.1 0.230
H -0.90428 4.47955 3.36175 0.2 -0.2 0.1 0.208
H -1.62940 3.65324 4.74536 0.0 0.0 -0.2 0.201
H -0.01525 3.14726 4.19420 -0.4 0.3 -0.1 0.267
H -2.40338 0.47695 2.98476 0.2 0.1 0.1 0.214
H -0.96230 0.76031 4.03789 -0.3 0.1 -0.2 0.240
H -2.55664 1.36898 4.50910 0.1 0.0 -0.1 0.208
H -3.43928 2.42871 1.69516 0.2 0.1 0.0 0.216
H -3.64436 3.27686 3.23395 0.2 -0.1 0.0 0.206
H -2.76207 4.06889 1.93046 0.0 -0.2 0.0 0.215
C 6.33511 2.32011 6.16993 0.2 -0.2 0.0 -0.597
C 5.41500 1.47316 5.31141 0.0 0.1 -0.3 -0.406
C 4.67210 2.33639 4.30195 -0.3 -0.4 -0.3 -0.390
C 3.62416 1.53029 3.52108 -0.4 1.0 0.0 -0.403
C 4.10172 0.57570 2.51748 1.7 -2.4 -0.8 -0.390
C 3.63244 -0.80932 2.48138 1.6 2.2 0.1 0.744
O 4.10737 -1.76340 1.89395 -0.4 -0.5 -0.2 -0.680
O 2.54011 -0.92861 3.29031 -1.3 -0.9 0.7 -0.554
C 2.11999 -2.26818 3.50282 0.2 -0.1 -0.5 -0.069
C 0.72590 -2.32851 4.07320 -0.2 0.0 0.3 -0.618
C 5.34056 0.80643 1.77561 -1.2 -1.2 1.7 0.750
O 6.16408 -0.04146 1.48492 0.4 0.1 -0.8 -0.659
O 5.60391 2.13112 1.54964 0.6 0.6 -0.7 -0.549
C 6.89244 2.30661 0.95931 0.1 -0.1 -0.3 -0.069
C 7.15653 3.76189 0.65959 0.1 0.2 0.1 -0.621
H 6.80547 1.72792 6.95323 0.2 0.0 0.1 0.191
H 7.11518 2.75545 5.54504 0.1 0.1 0.1 0.195
H 5.78866 3.13471 6.64926 0.0 0.0 0.0 0.188
H 5.96997 0.72011 4.74296 0.1 0.0 0.2 0.212
H 4.71927 0.91240 5.94696 -0.1 0.1 -0.1 0.183
H 4.17340 3.16518 4.82572 0.0 -0.1 -0.1 0.171
H 5.35803 2.75981 3.55975 0.0 0.1 0.5 0.212
H 2.98661 1.00383 4.25030 0.0 0.4 -0.5 0.215
H 3.00100 2.21368 2.93327 0.1 0.5 0.7 0.220
H 2.15616 -2.79761 2.54501 0.1 0.0 0.2 0.192
H 2.81983 -2.76240 4.19032 0.0 0.0 -0.2 0.162
H 0.37926 -3.36023 3.99000 -0.1 -0.1 0.1 0.197
H 0.71167 -2.06114 5.13239 -0.1 0.1 -0.1 0.195
H 0.00921 -1.70488 3.53622 0.1 0.1 -0.1 0.205
H 7.67050 1.92267 1.63222 -0.2 0.0 -0.1 0.177
H 6.95914 1.71691 0.03486 -0.1 0.0 0.2 0.181
H 8.01410 3.82113 -0.01322 0.1 0.0 0.0 0.196
H 6.32601 4.26259 0.16158 -0.1 -0.1 0.1 0.208
H 7.42124 4.30993 1.56697 -0.2 0.1 0.0 0.198
```
Positions in Å, forces in eV/Å.